Entry 1:
This record from the Open Molecules 2025 dataset describes a cluster of 2 separate species, C4H15N2O in total at a distorted geometry. The level of theory is the ωB97M-V functional and the def2-TZVPD basis.

```
22
Properties=species:S:1:pos:R:3:forces:R:3
C -2.550 -0.301 0.665 0.8268 -1.2707 -0.0542
C -1.017 -0.161 0.496 -0.1330 1.3613 -0.4867
C -0.540 -0.905 -0.761 -1.2693 -2.2042 0.9247
C 0.938 -0.957 -1.052 0.4308 1.1483 1.7235
N 1.487 0.486 -1.063 0.4249 -0.9013 -3.2784
N -0.694 1.299 0.311 -1.2585 -0.1098 -0.7656
H -2.836 -1.309 0.996 0.2482 0.2324 0.4313
H -2.883 0.441 1.394 -0.3577 -0.1414 -0.3275
H -3.040 -0.288 -0.314 -0.0450 0.8556 0.1474
H -0.459 -0.501 1.370 -0.1121 -0.0948 0.0115
H -0.791 -1.912 -0.390 0.2405 -0.2593 -0.6446
H -1.269 -0.793 -1.567 0.5067 0.5204 -0.3727
H 1.382 -1.611 -1.800 -0.5578 0.4326 -0.5197
H 1.401 -1.284 -0.110 -0.1709 -0.1967 -0.2008
H 1.654 0.946 -1.967 -0.2660 -0.8358 -0.4735
H 0.720 1.098 -0.707 0.7426 0.1876 2.0002
H 2.439 0.365 -0.721 -0.2934 1.0935 1.3768
H -1.277 1.513 -0.510 0.3097 0.2004 -0.1426
H -1.236 1.846 0.981 0.6216 -0.0195 0.4733
H 2.306 1.197 1.560 -0.4547 0.0380 -0.2552
H 3.504 0.437 1.912 -0.0803 -0.5716 -0.4762
O 2.763 0.394 1.279 0.6467 0.5351 0.9092
```
Forces are in eV/Å.

Values from the calculation:
Highest occupied orbital energy (eV): -14.33
Charge: +1

=====

Entry 2:
This record from the Open Molecules 2025 dataset describes a cluster of 2 separate species, C4H15N2O in total at a distorted geometry. The level of theory is the ωB97M-V functional and the def2-TZVPD basis.

```
22
Properties=species:S:1:pos:R:3:forces:R:3
C -0.773 -1.740 0.060 1.5245 -0.8898 2.3519
N 0.103 -2.733 -0.588 -0.6622 0.2859 -1.3620
C 0.039 -0.552 0.718 1.2119 -0.7313 -1.7067
N 0.881 -0.213 -0.470 0.6958 3.3862 -0.3464
C -0.238 1.572 1.978 0.6466 3.1333 2.7515
C -0.847 0.548 1.154 -1.7036 -1.5122 0.5629
H -1.380 -1.360 -0.790 -0.4433 -0.0478 1.3363
H -1.162 -2.131 1.031 -1.3124 -0.1362 -1.3660
H -0.425 -3.278 -1.309 0.8422 0.6764 1.0623
H 0.613 -3.362 0.004 -0.1622 -0.2157 0.4191
H 0.826 -0.714 1.480 -0.8374 -0.9967 0.0203
H 0.239 0.083 -1.228 0.6010 0.3616 0.1868
H 1.246 -1.095 -0.788 0.7346 -0.9617 -0.4005
H 1.626 0.547 -0.321 -1.3272 -1.5143 -0.4314
H -0.850 2.571 2.055 0.9326 -2.0581 -0.2710
H -0.138 1.215 3.087 0.3840 0.7148 -2.0933
H 0.718 1.883 1.502 -0.1501 -0.0322 0.8601
H -1.302 0.966 0.306 -0.8972 0.6019 -1.3561
H -1.639 0.071 1.750 -0.0873 0.0338 -0.3827
H 0.671 3.265 -2.991 -0.7193 -2.7016 1.6390
H 0.859 2.983 -1.554 0.3551 0.4259 1.3981
O 0.516 2.501 -2.286 0.3740 2.1778 -2.8724
```
Forces are in eV/Å.

Values from the calculation:
Highest occupied orbital energy (eV): -13.93
Charge: +1

=====

Entry 3:
This record from the Open Molecules 2025 dataset describes a cluster of 3 separate species, C4H15N2O2 in total at a distorted geometry. The level of theory is the ωB97M-V functional and the def2-TZVPD basis.

```
23
Properties=species:S:1:pos:R:3:forces:R:3
C -1.925 1.914 0.800 0.3565 0.5120 -0.3124
C -1.975 0.442 0.366 -0.1009 0.2112 0.6367
C -0.696 -0.077 -0.275 -1.1086 -0.4255 -0.6228
N 1.618 -0.414 -1.986 -0.4015 0.3848 -0.5039
C 0.402 0.008 -2.519 -0.7646 -0.5163 -0.0433
N -0.679 0.286 -1.676 0.8386 0.8462 0.3472
H -2.488 2.606 0.172 -0.1544 -0.1680 -0.0049
H -2.239 2.063 1.833 -0.2182 -0.0942 -0.0711
H -0.896 2.289 0.758 0.0097 -0.1358 -0.0372
H -2.800 0.201 -0.311 -0.0877 0.2638 0.0129
H -2.203 -0.113 1.280 0.2361 -0.3315 -0.1631
H -0.732 -1.165 -0.222 0.3336 -0.1397 0.3369
H 0.175 0.300 0.262 0.1201 -0.0505 -0.0556
H 2.401 -0.335 -2.600 0.3477 -0.0441 0.3346
H 1.716 -0.652 -1.018 0.1774 -0.1553 0.0061
H 0.312 0.341 -3.538 0.3283 0.0663 0.0263
H -1.535 0.560 -2.114 -0.1108 -0.0916 0.0299
H 2.619 -0.993 3.071 0.1316 0.0777 0.0607
H 2.361 0.496 2.848 0.0771 -0.2741 -0.1890
O 2.568 -0.327 2.378 -0.1777 0.2354 0.2813
H 1.602 -3.107 0.469 -0.0384 0.0710 -0.3125
H 1.186 -2.093 1.489 -0.0378 0.4219 -0.1026
O 1.207 -2.229 0.534 0.2439 -0.6634 0.3455
```
Forces are in eV/Å.

Values from the calculation:
Expectation value of S²: 0.753
Highest occupied orbital energy (spin up / spin down) (eV): -3.91 / -8.11
Charge: 0
2S+1: 2

=====

Entry 4:
This record from the Open Molecules 2025 dataset describes a cluster of 3 separate species, C4H15N2O2 in total at a distorted geometry. The level of theory is the ωB97M-V functional and the def2-TZVPD basis.

```
23
Properties=species:S:1:pos:R:3:forces:R:3
C 1.350 -1.398 1.777 -1.2551 0.0469 1.5168
C 1.409 -0.567 0.471 0.8959 1.1759 -0.9167
C 0.217 -0.640 -0.384 -0.5942 -0.2612 2.6262
C -0.873 0.393 -0.294 -0.7237 0.7276 -0.3664
N -0.851 1.522 -1.203 0.5480 -0.6519 -0.7630
N 1.365 -2.822 1.555 -0.2227 0.0353 -0.1010
H 0.415 -1.104 2.297 0.0387 -0.4912 -0.4095
H 2.062 -1.026 2.547 0.4467 0.1235 -1.1504
H 2.339 -0.875 -0.028 -0.3375 -0.3237 -0.3529
H 1.591 0.483 0.723 -0.1852 -0.0989 0.1592
H -0.148 -1.583 -0.776 0.6419 -0.3352 -0.4718
H -0.895 0.756 0.745 0.4481 -0.3743 0.2957
H -1.831 -0.116 -0.471 0.3444 -0.0565 -0.0272
H -0.184 2.255 -1.025 -0.1290 0.0644 0.2662
H -1.770 1.849 -1.453 -0.0219 0.1621 0.2582
H 1.450 -3.289 2.449 -0.1857 -0.1892 -0.0539
H 2.120 -3.160 0.971 0.2026 0.2618 0.0597
H -4.665 2.160 -0.726 0.2329 -0.6017 -0.6358
H -4.491 3.192 0.216 0.5591 0.6644 0.5352
O -3.929 2.638 -0.333 -0.7176 -0.1655 0.0385
H 1.155 0.391 -1.859 -0.4193 0.2909 -0.6919
H 2.187 0.213 -2.987 0.0438 -0.3938 -0.6522
O 1.978 0.726 -2.215 0.3896 0.3902 0.8369
```
Forces are in eV/Å.

Values from the calculation:
Highest occupied orbital energy (eV): -13.51
Charge: +1

=====

Entry 5:
This record from the Open Molecules 2025 dataset describes a cluster of 3 separate species, C4H15N2O2 in total at a distorted geometry. The level of theory is the ωB97M-V functional and the def2-TZVPD basis.

```
23
Properties=species:S:1:pos:R:3:forces:R:3
C 0.088 -1.822 -0.903 -1.9184 2.4818 4.4356
C -1.099 -0.651 -0.891 2.0222 -2.0129 -2.7492
C -1.634 -0.094 0.403 1.3635 3.2988 -3.0976
C -1.918 -0.855 1.523 -1.2214 1.6523 1.6840
N -1.794 1.301 0.267 -1.0932 -3.3336 1.5070
N 1.261 -1.191 -0.204 1.4218 2.1778 2.6586
H -0.217 -2.569 -0.158 -0.1516 -0.2435 -0.6975
H 0.443 -2.306 -1.762 -0.1556 -0.0593 -1.6789
H -0.798 0.075 -1.720 -0.3190 -0.3336 1.6771
H -1.909 -1.176 -1.379 -0.6512 -0.2170 0.0255
H -2.449 -0.365 2.370 0.4979 -0.3524 -0.5985
H -1.715 -1.894 1.684 0.1986 -0.4016 -0.4971
H -2.402 1.757 0.932 0.0730 0.2443 0.5156
H -1.767 1.813 -0.616 0.5014 -0.6390 -0.0651
H 1.368 -0.096 -0.215 0.1373 -1.6907 -1.3127
H 1.296 -1.247 0.855 -0.8151 -0.5438 -1.1395
H 2.142 -1.667 -0.394 0.2784 0.3445 -0.6925
H 1.597 2.453 -1.284 -0.4985 -2.3427 -0.5096
H 2.178 1.385 -2.161 1.1736 -0.4252 -1.2664
O 1.476 1.470 -1.545 -0.7344 2.6326 1.7733
H 2.063 2.463 1.183 0.1190 0.0493 0.2961
H 1.731 1.644 2.471 0.5468 0.1890 -0.9016
O 2.062 1.571 1.547 -0.7753 -0.4753 0.6334
```
Forces are in eV/Å.

Values from the calculation:
Expectation value of S²: 0.768
Highest occupied orbital energy (spin up / spin down) (eV): -18.49 / -18.48
Charge: +2
2S+1: 2

=====

Entry 6:
This record from the Open Molecules 2025 dataset describes a cluster of 3 separate species, C4H15N2O2 in total at a distorted geometry. The level of theory is the ωB97M-V functional and the def2-TZVPD basis.

```
23
Properties=species:S:1:pos:R:3:forces:R:3
C 3.482 1.131 0.685 -0.5769 -0.7240 -1.4281
C 1.950 1.487 0.657 1.3784 1.3535 0.6272
C 1.067 0.331 0.419 1.3227 -0.7214 2.3772
C 0.246 0.213 -0.671 -2.1836 -0.3859 -2.1102
N -0.939 -0.669 -0.628 0.8177 1.0474 1.1948
N 1.104 -0.586 1.392 0.0234 0.7604 -0.5167
H 3.633 0.328 -0.048 0.0676 -0.4182 0.5601
H 3.822 0.862 1.679 0.2678 0.0661 -0.1141
H 4.079 1.887 0.175 -0.1426 0.5204 0.8054
H 1.854 2.380 0.042 -0.6438 -0.4787 -0.5732
H 1.678 1.861 1.651 -0.0579 -0.0709 0.0239
H 0.301 0.794 -1.583 0.3665 0.2041 0.2132
H -0.647 -1.649 -0.576 -0.7613 -0.3614 -0.4463
H -1.406 -0.416 0.249 -0.1934 -0.7038 0.3181
H -1.739 -0.426 -1.277 -0.0326 -0.2980 -0.7019
H 0.629 -1.476 1.477 -0.1435 -0.0132 -0.3818
H 1.743 -0.403 2.160 0.0228 -0.0064 0.0834
H -3.496 0.711 -2.471 0.0019 -0.6590 0.3151
H -3.421 1.041 -1.016 -0.3540 0.0604 0.3422
O -3.332 0.282 -1.603 0.5891 0.6484 -0.6802
H -3.982 -2.134 -0.748 -0.6881 0.0602 -0.0131
H -3.416 -2.977 0.445 -0.4025 -0.0106 -0.3079
O -3.209 -2.575 -0.409 1.3221 0.1307 0.4128
```
Forces are in eV/Å.

Values from the calculation:
Expectation value of S²: 0.764
Highest occupied orbital energy (spin up / spin down) (eV): -18.27 / -18.27
Charge: +2
2S+1: 2

=====

Per-record energy relative to the best compared isomer or geometry (same formula, charge and spin), eV: 1.3338 1.8465 0.2089 4.7656 1.2001 1.1089
Per-record M, g mol⁻¹: 107.18 107.18 123.18 123.18 123.18 123.18